A cluster of 2 separate species, C4H6S in total at a distorted geometry, computed with wB97M-V/def2-TZVPD.

Cartesian coordinates (Å):
C: 1.110 1.217 0.865
C: 0.465 2.081 1.633
C: -1.036 -2.238 -1.750
C: -1.361 -0.845 -1.137
S: -0.689 -1.920 -0.021
H: 1.651 0.422 1.325
H: 1.286 1.204 -0.253
H: -0.103 2.891 1.119
H: 0.513 2.256 2.705
H: -1.687 -2.932 -2.102
H: -0.147 -2.134 -2.383

The energy comes out at -554.01723 Ha. The calculation puts the strongest force on any atom at 4.507 eV/A. The calculation puts the HOMO-LUMO gap at 0.3411 Ha. As for the HOMO energy: -9.512 eV.